DFT (wB97M-V/def2-TZVPD) results for a molecular structure, C20H23N4O9P2V.

Its multiplicity is 4. The charge is -1. The expectation value of S² is 3.76. The frontier orbital gap (spin up / spin down) comes out at 6.62 / 7.49 eV. The HOMO energy (spin up / spin down) comes out at -4.2 / -5.0 eV.

Each line ends with the Mulliken spin population.
Geometry (Å):
1 V 0.992 1.101 -0.544  2.79
2 C -1.377 0.705 2.024  0.03
3 N -2.003 0.301 0.795  0.00
4 C -2.669 -0.975 0.830  0.02
5 C -1.779 -2.153 0.467  0.00
6 C -1.757 -3.306 1.241  0.00
7 C -0.902 -4.337 0.877  0.00
8 C -0.099 -4.175 -0.238  0.00
9 C -0.198 -2.989 -0.956  0.01
10 N -1.028 -2.008 -0.620  0.02
11 C -2.485 1.299 -0.127  0.04
12 C -2.106 0.968 -1.548  0.02
13 C -3.098 0.760 -2.495  -0.02
14 C -2.755 0.427 -3.795  0.01
15 C -1.415 0.305 -4.104  -0.01
16 C -0.483 0.528 -3.103  0.06
17 N -0.804 0.858 -1.852  -0.02
18 C -0.156 -0.140 2.299  0.04
19 C -0.052 -0.886 3.463  -0.01
20 C 1.042 -1.716 3.647  0.01
21 C 1.996 -1.780 2.649  -0.01
22 C 1.825 -0.996 1.518  0.03
23 N 0.783 -0.180 1.345  -0.04
24 H -2.059 0.616 2.887  0.00
25 H -1.065 1.745 1.944  -0.02
26 H -3.511 -0.961 0.129  0.00
27 H -3.094 -1.153 1.830  0.00
28 H -2.375 -3.379 2.129  0.00
29 H -0.851 -5.243 1.469  0.00
30 H 0.603 -4.938 -0.546  0.00
31 H 0.435 -2.801 -1.815  0.00
32 H -2.040 2.261 0.122  -0.02
33 H -3.580 1.410 -0.080  0.00
34 H -4.135 0.857 -2.199  0.00
35 H -3.521 0.257 -4.542  0.00
36 H -1.074 0.036 -5.094  0.00
37 H 0.570 0.415 -3.309  -0.01
38 H -0.839 -0.826 4.204  0.00
39 H 1.134 -2.314 4.545  0.00
40 H 2.858 -2.428 2.723  0.00
41 H 2.532 -1.029 0.699  0.01
42 O 2.737 -0.075 -3.760  0.00
43 P 3.049 -0.757 -2.330  0.00
44 O 3.666 -2.077 -2.514  0.00
45 O 1.813 -0.638 -1.453  0.00
46 O 4.126 0.315 -1.701  0.00
47 P 3.650 1.818 -1.327  0.01
48 O 3.046 1.583 0.184  0.01
49 O 4.775 2.752 -1.386  0.00
50 O 2.319 2.063 -2.021  0.01
51 H 2.536 0.864 -3.581  0.00
52 H 3.660 1.554 0.921  0.00
53 C 0.651 4.388 2.336  0.00
54 O 0.964 3.174 1.672  0.00
55 C 0.313 2.959 0.429  0.01
56 O -0.488 3.823 0.107  0.02
57 H 1.254 4.415 3.243  0.00
58 H -0.410 4.444 2.598  0.00
59 H 0.880 5.255 1.714  0.00